# C24H34IrNOSi

C24H34IrNOSi as an isolated structure (ωB97M-V with the def2-TZVPD basis set, the OMol25 dataset).

Cartesian coordinates (Å):
Ir 0.33 1.82 -0.11
C 2.17 1.52 1.07
C 2.17 0.52 0.05
C 2.21 1.19 -1.21
H 2.11 -0.56 0.19
C 2.13 2.60 -0.99
C 2.11 2.81 0.44
H 2.10 3.78 0.92
H 2.17 1.38 2.15
H 2.31 0.74 -2.18
H 2.08 3.39 -1.73
C -1.81 1.35 0.58
C -1.30 2.64 0.99
C -1.04 3.40 -0.21
H -1.18 3.01 2.00
C -1.30 2.55 -1.34
C -1.78 1.29 -0.84
H -2.06 0.46 -1.45
H -2.08 0.53 1.24
H -0.67 4.42 -0.28
H -1.14 2.82 -2.37
O 0.09 -0.02 -2.50
C 0.03 0.36 -3.90
C 0.74 -0.95 -4.32
C 0.81 1.63 -4.17
C -1.41 0.46 -4.36
C 0.72 -1.29 -2.84
H 1.75 -0.78 -4.72
H 0.13 -1.59 -4.95
H 0.07 -2.13 -2.57
H 1.71 -1.38 -2.37
H 0.78 1.87 -5.24
H 1.86 1.52 -3.89
H 0.40 2.48 -3.61
H -1.46 0.33 -5.45
H -1.83 1.44 -4.11
H -2.01 -0.33 -3.89
C -2.19 -2.40 -0.20
Si -1.34 -2.47 1.49
C -2.63 -2.12 2.84
C -0.32 -4.04 1.66
N -0.18 -1.21 1.65
C 0.48 -0.75 2.69
C -0.03 0.29 3.55
C 0.46 0.43 4.84
C 1.57 -0.32 5.25
C 2.22 -1.18 4.35
C 1.75 -1.33 3.06
H -2.92 -3.21 -0.32
H -1.45 -2.48 -1.00
H -2.72 -1.45 -0.32
H -3.40 -2.89 2.94
H -2.13 -2.01 3.81
H -3.15 -1.17 2.63
H 0.35 -4.13 0.80
H 0.30 -3.98 2.56
H -0.94 -4.94 1.71
H -0.90 0.87 3.22
H -0.03 1.13 5.52
H 1.93 -0.23 6.27
H 3.12 -1.72 4.66
H 2.23 -1.99 2.34

net charge	-1
ΔE to the lowest compared entry with this formula, charge and spin	0.00	kJ/mol
spin multiplicity	6
HOMO-LUMO gap (alpha / beta)	1.6 / 5.8	eV
LUMO level (alpha / beta)	2.00 / 0.26	eV
HOMO (alpha / beta)	0.384 / -5.557	eV



# C4H12CsO2

C4H12CsO2 as an isolated structure (ωB97M-V with the def2-TZVPD basis set, the OMol25 dataset).

Cartesian coordinates (Å):
Cs -1.09 -0.13 2.00
C 1.20 -3.80 -0.99
C 0.60 -3.66 0.41
O -0.41 -2.63 0.49
H 0.58 -3.27 -1.71
H 1.18 -4.85 -1.29
H 2.24 -3.47 -1.05
H 1.36 -3.40 1.15
H 0.16 -4.61 0.72
H -1.23 -3.01 0.17
C -0.36 4.49 0.46
C -0.25 3.20 -0.34
O -1.15 2.18 0.13
H 0.04 4.40 1.47
H -1.40 4.81 0.51
H 0.18 5.27 -0.07
H 0.77 2.81 -0.31
H -0.46 3.40 -1.39
H -1.97 2.27 -0.37

net charge	+1
ΔE to the lowest compared entry with this formula, charge and spin	13.34	kJ/mol
HOMO-LUMO gap	10.8	eV
LUMO level	-3.28	eV
HOMO	-14.113	eV